## a
The following is a DFT calculation (ωB97M-V/def2-TZVPD) of a gas-phase ion, C5H12NO (charge -1).

Last column: Mulliken charge in e.
Positions of all 19 atoms, in Å:
C (2.491, -1.426, -0.488)  -0.82
N (1.579, -0.355, -1.044)  -0.40
C (0.545, 0.088, -0.142)  0.20
C (-0.782, -0.673, -0.027)  -0.86
C (-1.872, -0.114, 1.145)  -0.27
O (-2.247, 1.214, 1.097)  -0.87
C (0.075, 1.572, -0.497)  -1.34
H (2.498, -1.440, 0.551)  0.35
H (2.225, -2.560, -0.678)  0.22
H (3.475, -1.357, -0.922)  0.30
H (1.083, -0.669, -1.897)  0.30
H (1.082, 0.167, 0.811)  0.24
H (-0.521, -1.796, 0.120)  0.22
H (-1.346, -0.697, -0.965)  0.35
H (-1.310, -0.419, 2.129)  0.14
H (-2.714, -0.909, 0.978)  0.18
H (-0.387, 1.596, -1.524)  0.22
H (-0.692, 1.846, 0.276)  0.38
H (0.782, 2.320, -0.297)  0.47

Calculated values
SMILES	CN[C@@H](C)CC[O-]
E_LUMO	3.7788	eV
frontier orbital gap	0.2329	hartree
net charge	-1



## b
The following is a DFT calculation (ωB97M-V/def2-TZVPD) of a gas-phase ion, C5H12NO (charge -1).

Last column: Mulliken charge in e.
Positions of all 19 atoms, in Å:
C (0.104, -0.208, -1.696)  -1.04
N (0.421, -0.895, -0.454)  -0.03
C (1.823, -1.155, -0.395)  -1.05
C (0.703, 0.778, 1.407)  -1.34
C (-0.154, -0.312, 0.781)  0.46
C (-1.573, 0.276, 0.520)  -1.15
O (-1.586, 1.466, -0.077)  -0.87
H (0.662, 0.742, -1.789)  0.28
H (0.271, -0.923, -2.491)  0.38
H (-0.918, 0.118, -1.682)  0.39
H (2.453, -0.251, -0.364)  0.34
H (2.119, -1.730, -1.260)  0.34
H (2.070, -1.683, 0.523)  0.29
H (1.004, 1.547, 0.684)  0.27
H (1.636, 0.395, 1.855)  0.37
H (0.155, 1.272, 2.196)  0.43
H (-0.328, -1.144, 1.497)  0.15
H (-2.041, 0.257, 1.553)  0.45
H (-2.083, -0.557, -0.040)  0.35

Calculated values
SMILES	C[C@@H](C[O-])N(C)C
E_LUMO	4.0494	eV
frontier orbital gap	0.2367	hartree
net charge	-1



If we sort the structures by their calculated energies, the order from most to least stable is b, a.



## a
The following is a DFT calculation (ωB97M-V/def2-TZVPD) of a gas-phase ion, C5H12NO (charge -1).

Last column: Mulliken charge in e.
Positions of all 19 atoms, in Å:
C (-0.465, -2.475, 0.022)  -1.14
C (0.845, -1.864, -0.479)  -0.29
N (0.726, -0.421, -0.813)  -0.35
C (-1.068, 1.331, -1.094)  -1.50
C (-0.184, 0.485, -0.164)  0.63
C (0.489, 1.363, 0.933)  -0.62
O (-0.338, 2.006, 1.732)  -0.84
H (-0.639, -3.494, -0.352)  0.36
H (-1.242, -2.001, -0.604)  0.32
H (-0.713, -2.374, 1.078)  0.30
H (1.131, -2.368, -1.412)  0.31
H (1.671, -2.046, 0.229)  0.25
H (1.663, -0.051, -0.898)  0.27
H (-1.588, 2.040, -0.461)  0.36
H (-0.350, 1.925, -1.664)  0.33
H (-1.797, 0.872, -1.779)  0.30
H (-0.887, -0.078, 0.440)  0.05
H (1.288, 0.699, 1.443)  0.13
H (1.252, 2.053, 0.372)  0.14

Calculated values
SMILES	CCN[C@H](C)C[O-]
E_LUMO	3.8626	eV
frontier orbital gap	0.2235	hartree
net charge	-1



## b
The following is a DFT calculation (ωB97M-V/def2-TZVPD) of a gas-phase ion, C5H12NO (charge -1).

Last column: Mulliken charge in e.
Positions of all 19 atoms, in Å:
C (1.227, -0.338, 1.561)  -0.59
C (2.283, 0.536, 2.355)  -1.02
C (0.536, 0.405, 0.441)  -0.38
N (0.334, -0.530, -0.685)  -0.50
C (-0.302, 0.009, -1.885)  -0.71
C (-1.915, 0.315, -1.394)  -0.39
O (-2.350, -0.683, -0.639)  -0.87
H (0.349, -0.334, 2.314)  0.16
H (1.508, -1.250, 1.278)  0.61
H (3.345, 0.418, 2.006)  0.27
H (2.285, 0.230, 3.416)  0.33
H (1.939, 1.677, 2.516)  0.25
H (-0.381, 0.890, 0.782)  0.23
H (1.022, 1.307, -0.063)  0.25
H (-0.465, -1.282, -0.448)  0.29
H (0.357, 0.868, -2.304)  0.26
H (-0.320, -0.681, -2.741)  0.28
H (-2.282, 0.499, -2.406)  0.31
H (-1.863, 1.267, -0.908)  0.23

Calculated values
SMILES	CCCNCC[O-]
E_LUMO	3.7612	eV
frontier orbital gap	0.2307	hartree
net charge	-1



## c
The following is a DFT calculation (ωB97M-V/def2-TZVPD) of 2 unconnected molecules or ions with the total composition C5H12NO.

Last column: Mulliken charge in e.
Positions of all 19 atoms, in Å:
C (1.630, -0.108, -0.805)  -0.11
O (0.596, -0.430, -1.612)  -0.75
C (2.935, -0.180, -1.583)  -1.21
H (1.714, -0.769, 0.083)  0.14
H (1.569, 0.936, -0.365)  0.10
H (3.810, 0.208, -0.999)  0.36
H (2.817, 0.420, -2.480)  0.29
H (3.126, -1.208, -1.906)  0.27
N (-0.425, 0.493, 2.366)  -0.56
C (-1.680, -0.024, 1.766)  -0.53
C (-1.735, -0.313, -0.705)  -0.66
C (-1.887, 0.508, 0.375)  0.01
H (-0.474, 0.332, 3.379)  0.22
H (-0.400, 1.507, 2.269)  0.20
H (-2.554, 0.154, 2.416)  0.30
H (-1.527, -1.114, 1.690)  0.24
H (-1.743, 0.054, -1.706)  0.28
H (-1.505, -1.389, -0.608)  0.14
H (-2.195, 1.566, 0.270)  0.26

Calculated values
E_LUMO	3.9321	eV
frontier orbital gap	0.2242	hartree
net charge	-1



If we sort the structures by their calculated energies, the order from most to least stable is a, c, b.